{"formula": "C4H28AlB5O2S", "method": "the ωB97M-V functional and the def2-TZVPD basis", "e_lumo_ev": 2.271, "orbital_gap_ev": 5.005, "multiplicity": 1, "charge": -2, "fmax_ev_per_a": 2.80, "symbols": ["Al", "B", "H", "H", "H", "H", "B", "H", "H", "H", "H", "B", "H", "H", "H", "H", "B", "H", "H", "H", "H", "B", "H", "H", "H", "H", "C", "C", "C", "S", "O", "O", "C", "H", "H", "H", "H", "H", "H", "H", "H"], "coordinates": [[-0.543, 1.399, -0.301], [2.203, 2.109, 0.859], [1.849, 1.014, 0.907], [1.360, 2.873, 1.068], [2.987, 2.351, 1.665], [2.673, 2.374, -0.148], [-2.278, 2.155, -2.777], [-2.327, 1.057, -2.423], [-3.286, 2.637, -2.513], [-1.462, 2.752, -2.204], [-1.962, 2.370, -3.855], [-2.182, -0.013, 1.593], [-1.226, -0.549, 1.244], [-1.971, 1.002, 2.090], [-2.781, 0.307, 0.657], [-2.871, -0.709, 2.185], [0.825, 0.910, -2.988], [1.784, 0.502, -3.471], [0.109, 1.070, -3.868], [0.359, 0.057, -2.343], [1.014, 1.888, -2.418], [0.334, 4.489, -0.722], [1.143, 4.640, 0.071], [-0.672, 4.228, -0.192], [-0.010, 5.455, -1.244], [0.603, 3.708, -1.514], [-0.381, -4.235, 0.859], [-0.145, -3.973, 2.341], [0.387, -2.573, 2.535], [1.441, -2.241, 1.065], [2.867, -2.480, 1.310], [1.050, -1.007, 0.416], [0.793, -3.660, 0.095], [-1.374, -3.934, 0.513], [-0.569, -5.279, 0.586], [0.659, -4.581, 2.778], [-0.955, -4.254, 3.016], [0.817, -2.276, 3.491], [-0.424, -1.840, 2.477], [1.614, -4.377, 0.080], [0.547, -3.366, -0.923]], "atomic_forces_ev_per_a": [[1.405, 1.437, -1.957], [-0.561, -0.304, -0.900], [-0.328, -1.947, 0.070], [-1.667, 1.382, 0.314], [0.830, 0.000, 1.944], [0.345, 0.189, -1.717], [-0.420, -0.210, 0.740], [-0.114, -2.180, 0.240], [-1.599, 0.807, 0.748], [1.490, 1.056, 1.549], [0.683, -0.237, -1.656], [0.586, 1.300, -1.100], [1.734, -0.776, -0.522], [0.619, 1.439, 1.306], [-1.069, 0.401, -1.904], [-0.919, -1.144, 0.970], [0.113, 0.373, -0.106], [1.945, -0.852, 0.031], [-1.610, 0.383, -0.862], [-1.230, -1.746, 1.628], [0.302, 1.525, 0.911], [0.401, -0.095, -0.275], [1.131, 0.192, 1.285], [-1.948, -1.031, 1.546], [-0.755, 1.550, -1.079], [0.654, -1.132, -1.029], [-1.006, -0.722, -0.268], [1.005, -0.904, 1.265], [-0.988, 1.542, -0.433], [0.528, 0.241, -0.604], [-1.524, -0.004, 0.167], [0.072, -1.134, 0.493], [0.144, -0.039, 0.149], [0.255, 1.337, 0.236], [0.927, -0.399, 0.527], [0.118, -0.577, -0.697], [-0.475, 0.547, -0.326], [0.742, -0.660, -0.147], [-0.009, -0.005, -0.603], [0.055, 0.054, -0.034], [0.141, 0.345, 0.101]]}

=====

{"formula": "C4H28BO22", "method": "the ωB97M-V functional and the def2-TZVPD basis", "e_lumo_ev": 1.886, "orbital_gap_ev": 9.860, "multiplicity": 1, "charge": -1, "relative_energy_kj_mol": 0.0, "fmax_ev_per_a": 0.61, "symbols": ["O", "C", "O", "B", "O", "C", "O", "O", "C", "O", "C", "O", "O", "O", "H", "H", "O", "H", "H", "O", "H", "H", "O", "H", "H", "O", "H", "H", "O", "H", "H", "O", "H", "H", "O", "H", "H", "O", "H", "H", "O", "H", "H", "O", "H", "H", "O", "H", "H", "O", "H", "H", "O", "H", "H"], "coordinates": [[2.341, 0.310, 1.813], [1.504, -0.004, 1.004], [0.215, 0.250, 1.096], [-0.483, -0.340, -0.077], [0.584, -0.933, -0.896], [1.749, -0.808, -0.283], [2.807, -1.240, -0.618], [-1.236, 0.640, -0.877], [-2.523, 0.367, -0.792], [-3.418, 0.991, -1.289], [-2.670, -0.963, -0.024], [-1.473, -1.327, 0.389], [-3.713, -1.522, 0.162], [-5.361, -3.418, 1.722], [-5.099, -4.341, 1.781], [-4.756, -3.031, 1.074], [-5.824, 2.164, -3.000], [-5.196, 2.828, -2.704], [-5.389, 1.317, -2.834], [2.152, -0.970, 4.525], [2.042, -0.467, 3.708], [1.468, -1.645, 4.493], [0.789, 2.309, -2.414], [0.254, 2.294, -3.212], [0.144, 2.363, -1.694], [3.258, 3.013, 0.657], [2.536, 2.560, 1.105], [2.936, 3.899, 0.470], [-2.382, 1.477, 2.034], [-1.579, 1.110, 2.427], [-3.043, 0.783, 2.144], [5.323, -0.932, -2.308], [4.655, -0.648, -2.937], [4.915, -1.658, -1.810], [-5.407, 1.879, 0.825], [-4.502, 1.771, 0.512], [-5.426, 2.751, 1.229], [-6.049, -0.491, -1.783], [-5.332, -0.417, -1.141], [-6.753, 0.052, -1.416], [4.953, -3.433, -0.630], [4.007, -3.354, -0.810], [5.118, -2.868, 0.141], [2.292, -3.569, -2.330], [1.477, -3.565, -1.819], [2.216, -2.797, -2.899], [4.850, -1.459, 1.507], [5.308, -1.212, 2.315], [4.028, -0.950, 1.523], [5.640, 1.398, 0.118], [5.326, 0.705, -0.477], [4.857, 1.886, 0.414], [-0.804, 3.282, 0.310], [-1.300, 2.555, 0.718], [-0.026, 3.407, 0.860]], "atomic_forces_ev_per_a": [[-0.101, -0.020, -0.100], [-0.086, 0.016, 0.281], [0.028, 0.137, -0.089], [0.155, -0.024, -0.421], [-0.018, -0.246, 0.168], [-0.038, 0.108, -0.026], [-0.005, 0.087, -0.068], [-0.046, -0.093, 0.456], [0.076, -0.067, -0.606], [0.069, -0.005, 0.293], [-0.046, 0.242, 0.101], [-0.061, -0.065, -0.103], [-0.047, -0.114, 0.036], [0.059, -0.101, -0.012], [-0.010, -0.009, 0.000], [-0.047, 0.149, 0.058], [-0.015, 0.165, -0.217], [0.056, -0.070, 0.063], [-0.147, -0.072, 0.168], [-0.101, 0.025, 0.023], [0.125, 0.040, -0.005], [0.019, -0.026, 0.001], [0.035, 0.055, 0.114], [-0.027, -0.041, 0.009], [-0.030, 0.070, -0.013], [-0.195, 0.070, 0.134], [0.113, -0.086, 0.080], [0.058, -0.009, -0.116], [0.034, -0.221, -0.008], [0.028, -0.030, -0.025], [-0.130, 0.108, 0.099], [0.004, 0.123, -0.004], [-0.061, 0.037, 0.054], [0.221, -0.101, 0.016], [0.029, -0.080, 0.176], [-0.087, 0.090, -0.243], [0.024, 0.002, -0.002], [-0.014, -0.082, -0.087], [0.011, -0.059, 0.063], [0.043, 0.084, 0.008], [0.055, 0.082, -0.065], [-0.006, -0.072, -0.005], [-0.212, 0.036, -0.007], [-0.062, -0.271, -0.078], [-0.011, 0.058, 0.018], [0.060, 0.094, 0.081], [-0.065, -0.202, 0.186], [0.057, 0.052, -0.041], [0.131, 0.088, -0.139], [0.020, 0.129, 0.132], [0.022, -0.030, -0.001], [0.107, -0.129, -0.259], [0.033, -0.019, -0.128], [0.046, 0.214, -0.029], [-0.048, -0.015, 0.085]]}

=====

{"formula": "C4H28N2O12", "method": "the ωB97M-V functional and the def2-TZVPD basis", "e_lumo_ev": -0.129, "orbital_gap_ev": 10.089, "multiplicity": 1, "charge": 0, "relative_energy_kj_mol": 327.4, "fmax_ev_per_a": 3.02, "symbols": ["C", "C", "C", "O", "N", "C", "N", "O", "H", "H", "H", "H", "H", "H", "H", "H", "O", "H", "H", "O", "H", "H", "O", "H", "H", "O", "H", "H", "O", "H", "H", "O", "H", "H", "O", "H", "H", "O", "H", "H", "O", "H", "H", "O", "H", "H"], "coordinates": [[-1.630, -0.418, 0.934], [-0.880, 0.637, 0.160], [-0.958, 1.986, 0.816], [-1.981, 2.625, 0.967], [0.551, 0.273, -0.099], [1.552, 0.672, 0.737], [2.824, 0.119, 0.549], [1.352, 1.210, 1.828], [-1.343, -1.412, 0.707], [-1.596, -0.207, 2.044], [-2.692, -0.398, 0.730], [-1.326, 0.728, -0.869], [-0.054, 2.594, 1.022], [0.720, -0.538, -0.664], [3.109, -0.310, -0.307], [3.556, 0.575, 1.084], [1.248, -2.143, 0.514], [1.378, -2.854, 1.175], [1.946, -2.419, -0.121], [-2.171, -1.383, -2.716], [-3.024, -1.065, -2.407], [-1.682, -1.814, -1.985], [0.826, -0.759, 3.290], [1.553, -0.793, 2.648], [1.255, -0.114, 3.879], [-1.163, -3.055, -0.948], [-0.429, -2.584, -0.470], [-1.688, -3.059, -0.131], [-4.314, 1.284, 0.312], [-4.548, 1.457, 1.232], [-3.365, 1.503, 0.353], [-0.325, -2.012, -4.416], [-0.670, -1.171, -4.087], [-0.966, -2.612, -4.013], [1.565, -1.556, -2.553], [2.241, -1.169, -3.125], [1.010, -2.045, -3.202], [3.085, 0.381, -2.277], [3.363, 1.262, -1.996], [2.156, 0.367, -1.998], [1.141, 4.725, 0.734], [1.455, 3.949, 1.221], [0.625, 4.290, 0.045], [-0.474, 1.735, 4.192], [-0.926, 2.437, 3.713], [-0.310, 1.080, 3.501]], "atomic_forces_ev_per_a": [[-1.098, 0.901, 2.089], [1.097, -0.655, -1.210], [0.139, 2.657, -0.765], [-0.234, -1.246, 0.193], [-0.442, 1.738, -0.042], [0.811, -2.235, 1.854], [-0.485, 0.938, 0.233], [0.129, 1.432, -1.065], [0.739, -0.540, 0.147], [0.431, -0.606, -1.099], [-0.301, 0.267, -0.347], [0.265, 0.143, 0.893], [-0.074, -1.024, -0.124], [-0.020, 0.008, -0.349], [0.073, 0.078, -0.486], [-0.367, -0.145, -0.147], [0.903, -2.122, 0.063], [-0.463, 0.539, -0.009], [-0.597, 0.511, -0.014], [0.030, 0.560, -0.176], [0.074, -0.114, 0.229], [-0.748, -0.094, -0.033], [0.981, -0.182, 0.546], [-0.531, -0.323, -0.281], [-0.609, -0.163, 0.271], [0.976, 0.799, 1.899], [0.488, -0.658, -1.161], [-0.949, -0.709, -0.573], [0.307, -0.194, 0.222], [-0.348, -0.010, -0.092], [-0.484, 0.372, -0.203], [0.199, -0.256, -0.021], [-0.063, 0.038, -0.156], [-0.062, -0.087, -0.276], [-0.131, -0.614, -0.227], [0.115, -0.065, 0.212], [-0.169, 0.276, 0.256], [-0.062, 0.838, 0.244], [0.274, -0.079, -0.236], [0.093, -0.074, -0.300], [0.003, -0.704, -0.085], [0.234, 0.315, 0.283], [-0.102, 0.453, -0.173], [-0.242, -0.014, -0.203], [0.000, 0.183, 0.170], [0.220, -0.134, 0.052]]}

=====

{"formula": "C4H28NO11", "method": "the ωB97M-V functional and the def2-TZVPD basis", "e_lumo_ev": 2.811, "orbital_gap_ev": 7.609, "multiplicity": 1, "charge": -1, "relative_energy_kj_mol": 86.3, "fmax_ev_per_a": 3.97, "symbols": ["C", "C", "C", "O", "N", "C", "O", "H", "H", "H", "H", "H", "H", "H", "H", "H", "H", "H", "H", "O", "H", "H", "O", "H", "H", "O", "H", "H", "O", "H", "H", "O", "H", "H", "O", "H", "H", "O", "H", "H", "O", "H", "H", "O"], "coordinates": [[-0.286, -0.794, 0.677], [-0.975, -2.235, 0.780], [-2.464, -2.014, 0.680], [-2.788, -1.369, -0.580], [-0.767, 0.093, 1.702], [-0.437, 1.530, 1.499], [0.596, 1.794, 0.665], [0.819, -0.987, 0.897], [-0.398, -0.455, -0.321], [-0.485, -2.828, 0.028], [-0.722, -2.706, 1.718], [-3.086, -2.831, 0.937], [-2.812, -1.307, 1.462], [-3.673, -1.023, -0.443], [-0.461, -0.248, 2.672], [-1.411, 1.887, 1.042], [-0.330, 2.128, 2.414], [3.339, 0.967, 0.939], [1.718, 1.119, 1.144], [2.657, 0.685, 1.559], [-2.691, 1.032, -0.545], [-2.821, 1.442, -1.927], [-3.346, 1.581, -1.115], [-0.408, -0.607, -1.969], [-1.252, -1.908, -2.111], [-0.834, -1.192, -2.597], [1.705, -0.357, 3.665], [1.364, -1.298, 2.507], [1.099, -1.060, 3.402], [2.923, -2.039, 0.128], [3.087, -0.874, 1.128], [3.096, -1.867, 1.071], [1.888, -0.973, -1.978], [3.273, -0.451, -1.583], [2.678, -1.193, -1.493], [1.075, 3.494, -0.317], [-0.360, 3.888, -0.959], [0.585, 4.059, -0.916], [2.167, 2.105, -1.679], [1.478, 1.369, -0.568], [2.327, 1.293, -1.149], [-1.697, -0.100, -3.432], [-1.297, 1.402, -3.561], [-2.072, 0.846, -3.473]], "atomic_forces_ev_per_a": [[1.777, -2.417, 2.600], [0.144, 2.385, 0.068], [-0.191, 1.628, 0.468], [0.047, -1.038, 0.584], [-0.140, 0.273, 2.175], [-2.324, 0.116, -1.196], [1.108, -0.358, -0.322], [-1.147, 0.174, -1.241], [-0.183, 0.812, -0.414], [-0.299, -0.536, -0.672], [0.013, 0.010, 0.498], [-0.491, -1.633, -0.652], [0.914, -0.003, -0.138], [-0.132, 0.303, -0.428], [-0.279, 0.607, -2.297], [0.767, 0.391, 0.156], [-0.072, -0.735, 0.562], [-0.172, 0.315, 0.025], [0.987, -0.011, 0.734], [-0.562, 0.432, -0.145], [-1.842, 1.361, -0.635], [-0.662, 0.178, -0.566], [2.286, -1.598, 1.377], [-0.124, -0.018, 0.345], [-0.195, 0.240, 0.379], [0.731, -0.760, -0.937], [0.070, -0.086, -0.368], [0.566, -0.040, -0.010], [-0.019, -0.243, 0.899], [0.057, 0.231, 0.488], [-0.355, -0.599, 0.235], [0.168, -0.218, -0.132], [-0.130, 0.354, -0.157], [-0.294, 0.518, 0.067], [0.384, -1.572, -0.388], [-1.029, -0.707, 0.662], [0.345, -0.657, 0.667], [0.514, 1.476, -1.353], [0.501, -0.617, 0.213], [0.934, -0.459, -0.249], [-1.481, 1.767, -0.594], [-0.646, 1.581, 0.271], [0.215, 0.186, -0.137], [0.240, -1.032, -0.444]]}

=====

{"formula": "C4H28O10", "method": "the ωB97M-V functional and the def2-TZVPD basis", "e_lumo_ev": -0.271, "orbital_gap_ev": 9.788, "multiplicity": 1, "charge": 0, "relative_energy_kj_mol": 0.0, "fmax_ev_per_a": 1.34, "symbols": ["C", "C", "O", "H", "H", "H", "H", "H", "H", "C", "C", "O", "H", "H", "H", "H", "H", "H", "O", "H", "H", "O", "H", "H", "O", "H", "H", "O", "H", "H", "O", "H", "H", "O", "H", "H", "O", "H", "H", "O", "H", "H"], "coordinates": [[23.130, -5.562, -33.838], [23.538, -4.252, -33.154], [23.240, -4.217, -31.767], [23.252, -6.415, -33.171], [23.706, -5.815, -34.728], [22.094, -5.570, -34.175], [23.072, -3.336, -33.517], [24.617, -4.138, -33.253], [22.366, -3.835, -31.658], [27.003, -6.934, -30.386], [25.983, -6.303, -31.327], [24.695, -6.469, -30.736], [26.882, -6.631, -29.346], [27.993, -6.540, -30.620], [27.135, -8.014, -30.453], [26.089, -6.692, -32.340], [26.099, -5.232, -31.488], [24.235, -5.693, -31.065], [26.623, -9.708, -32.689], [26.498, -10.302, -33.429], [27.483, -9.315, -32.839], [23.851, -8.972, -31.603], [24.581, -9.256, -32.154], [24.058, -8.064, -31.381], [23.893, -9.658, -34.685], [23.503, -9.874, -33.837], [24.631, -10.261, -34.770], [20.753, -9.216, -29.970], [21.582, -9.693, -29.925], [20.097, -9.891, -30.144], [25.994, -11.262, -30.631], [26.227, -10.704, -31.373], [25.844, -10.651, -29.909], [24.502, -7.064, -28.091], [24.631, -6.858, -29.017], [23.556, -7.000, -27.960], [23.090, -10.494, -29.311], [23.550, -10.491, -28.472], [23.746, -10.203, -29.945], [21.297, -8.213, -32.466], [22.182, -8.494, -32.233], [20.807, -8.259, -31.645]], "atomic_forces_ev_per_a": [[-0.429, 0.062, -0.187], [0.125, -0.023, -0.478], [0.207, -0.430, 0.692], [-0.055, 0.135, 0.178], [0.291, 0.397, -0.006], [-0.107, 0.036, 0.285], [0.095, -0.243, -0.906], [0.082, 0.147, 0.132], [-0.027, -0.202, 0.186], [1.081, 0.766, -0.223], [0.667, -0.103, 0.680], [0.197, -0.250, -1.030], [-0.466, -0.157, -0.034], [0.171, 0.079, -0.281], [-0.586, -0.054, -0.026], [-0.446, -0.616, -0.097], [0.555, 0.159, 0.466], [-1.245, 0.372, 0.221], [-0.140, 0.250, -0.321], [-0.005, -0.204, -0.298], [0.300, 0.213, 0.075], [-0.204, -0.891, -0.079], [0.393, 0.000, -0.177], [0.200, 0.923, 0.433], [0.230, 0.180, -0.167], [-0.444, 0.002, 0.262], [0.041, -0.210, -0.211], [-0.828, 0.502, 0.071], [0.694, -0.319, 0.364], [-0.200, -0.142, -0.011], [-0.246, -0.597, 0.476], [0.280, 0.255, -0.137], [0.054, 0.067, 0.246], [0.161, -0.267, 0.782], [-0.032, 0.173, -0.522], [-0.232, -0.031, 0.080], [-0.079, -0.292, 0.215], [-0.100, 0.026, 0.332], [0.156, 0.202, -0.620], [-0.307, 0.542, -1.009], [0.243, -0.232, 0.173], [-0.044, -0.226, 0.472]]}